[1]
C7H12N2O in the gas phase in a non-equilibrium geometry. Source: OMol25; level of theory: ωB97M-V/def2-TZVPD.

ORCA input file:
```
! wB97M-V def2-TZVPD RIJCOSX def2/J DEFGRID3
* xyz 0 1
C -0.14 -0.76 1.59
C -0.57 0.92 -0.69
C -1.28 0.21 1.63
C -0.85 1.38 0.64
C -0.33 -1.21 -0.73
C 0.44 2.08 1.22
C 1.49 -2.19 -1.91
N 0.22 -1.35 0.47
N -0.48 1.53 -1.78
O 0.13 -1.71 -1.90
H 0.65 -0.93 2.35
H -2.09 -0.35 1.22
H -1.60 0.69 2.63
H -1.63 2.04 0.45
H -1.44 -1.17 -0.97
H 0.73 2.95 0.69
H 1.35 1.33 1.15
H 0.21 2.55 2.21
H 2.16 -1.39 -1.67
H 1.71 -2.58 -3.00
H 1.63 -2.81 -1.04
H -0.31 0.76 -2.59
*
```

Values from the calculation:
HOMO level   -7.27 eV
LUMO level   0.69 eV
ΔE to the lowest compared entry with this formula, charge and spin   110.7 kcal/mol

***

[2]
C5H10O2 in the gas phase. Source: OMol25; level of theory: ωB97M-V/def2-TZVPD.

ORCA input file:
```
! wB97M-V def2-TZVPD RIJCOSX def2/J DEFGRID3
* xyz 0 1
C -2.26 -0.41 -0.21
C -0.78 -0.35 -0.57
O -0.49 0.82 -1.31
C 0.15 -0.51 0.65
C 1.55 -0.52 0.09
C 2.28 0.59 -0.01
O 2.14 1.64 0.85
H -2.51 -1.35 0.28
H -2.51 0.42 0.47
H -2.86 -0.30 -1.12
H -0.54 -1.17 -1.27
H -0.68 1.58 -0.74
H -0.04 0.34 1.32
H -0.12 -1.41 1.21
H 1.81 -1.37 -0.53
H 3.02 0.78 -0.78
H 1.83 1.21 1.66
*
```

Values from the calculation:
HOMO level   -8.63 eV
LUMO level   0.86 eV
ΔE to the lowest compared entry with this formula, charge and spin   47.0 kcal/mol

***

[3]
2 unconnected molecules or ions with the total composition C5H10FNO2Si in a non-equilibrium geometry. Source: OMol25; level of theory: ωB97M-V/def2-TZVPD.

ORCA input file:
```
! wB97M-V def2-TZVPD RIJCOSX def2/J DEFGRID3
* xyz 0 1
C 2.27 -0.47 -0.43
C -0.23 -0.33 -0.34
C -0.28 -0.77 -1.68
C -0.51 -1.26 0.76
C -1.90 1.65 0.74
N 2.77 -0.93 0.53
O 3.11 -1.72 1.37
O 0.57 2.48 -0.95
F 0.82 1.49 1.47
Si -0.04 1.53 0.08
H 2.24 0.47 -0.95
H 0.34 -1.75 -1.67
H 0.17 -0.11 -2.58
H -1.28 -0.87 -2.15
H 0.15 -0.91 1.62
H -1.51 -1.26 1.11
H -0.31 -2.23 0.44
H -2.58 1.77 -0.13
H -2.02 0.79 1.32
H -1.75 2.45 1.42
*
```

Values from the calculation:
HOMO level   -9.15 eV
LUMO level   -2.36 eV
ΔE to the lowest compared entry with this formula, charge and spin   62.4 kcal/mol

***

[4]
C5H5N in the gas phase in a non-equilibrium geometry. Source: OMol25; level of theory: ωB97M-V/def2-TZVPD.

ORCA input file:
```
! wB97M-V def2-TZVPD RIJCOSX def2/J DEFGRID3
* xyz 0 1
C 1.79 0.04 0.96
C 0.94 0.31 0.00
C 0.01 0.53 -1.01
C -0.63 -0.48 -0.05
C -2.02 -0.21 0.27
N -3.16 -0.02 0.41
H 2.84 0.26 1.17
H 0.93 -0.47 1.43
H -0.44 1.51 -0.90
H 0.22 0.19 -2.01
H -0.51 -1.52 -0.34
*
```

Values from the calculation:
HOMO level   -9.09 eV
LUMO level   0.71 eV
ΔE to the lowest compared entry with this formula, charge and spin   106.6 kcal/mol

***

[5]
A molecular structure, C32H16N9ORuS in a non-equilibrium geometry. Source: OMol25; level of theory: ωB97M-V/def2-TZVPD.

ORCA input file:
```
! wB97M-V def2-TZVPD RIJCOSX def2/J DEFGRID3
* xyz 1 5
Ru 0.10 -0.10 -0.05
C 0.57 6.26 -1.03
C 0.63 6.32 0.36
C 0.76 5.17 1.13
C 0.81 3.96 0.47
C 0.87 2.58 0.93
N 0.75 1.75 -0.16
C 0.73 2.50 -1.30
N 0.77 2.01 -2.51
C 0.45 0.78 -2.81
C 0.71 0.07 -4.05
C 1.44 0.39 -5.18
C 1.59 -0.58 -6.16
C 1.02 -1.85 -6.01
C 0.24 -2.16 -4.90
C 0.08 -1.19 -3.93
C -0.57 -1.20 -2.64
N -1.40 -2.11 -2.19
C -1.73 -2.24 -0.93
N -1.01 -1.73 0.10
C -1.50 -2.21 1.28
N -0.92 -2.03 2.44
C -0.06 -1.08 2.69
N 0.12 0.02 1.90
C 0.87 0.95 2.57
N 1.06 2.18 2.15
C 1.29 0.39 3.83
C 2.07 0.88 4.86
C 2.29 0.05 5.95
C 1.77 -1.24 6.00
C 0.99 -1.75 4.97
C 0.73 -0.91 3.90
C -2.67 -3.02 1.01
C -3.55 -3.69 1.83
C -4.60 -4.37 1.23
C -4.75 -4.38 -0.16
C -3.87 -3.71 -0.99
C -2.82 -3.04 -0.40
N -0.27 -0.04 -1.99
C 0.74 3.90 -0.94
C 0.64 5.05 -1.71
H 0.47 7.17 -1.59
H 0.57 7.28 0.84
H 0.81 5.21 2.21
H 1.90 1.37 -5.28
H 2.17 -0.37 -7.04
H 1.19 -2.59 -6.77
H -0.21 -3.14 -4.79
H 2.49 1.87 4.81
H 2.89 0.41 6.77
H 1.97 -1.86 6.86
H 0.60 -2.75 4.99
H -3.43 -3.67 2.91
H -5.31 -4.89 1.84
H -5.59 -4.91 -0.59
H -3.98 -3.73 -2.06
H 0.61 5.00 -2.78
O 3.31 0.81 0.19
S 3.25 -0.65 0.23
N 1.93 -1.16 -0.30
*
```

Values from the calculation:
HOMO level (spin up / spin down)   -9.63 / -11.82 eV
LUMO level (spin up / spin down)   -4.74 / -5.34 eV

***

[6]
2 unconnected molecules or ions with the total composition C37H37N2O5S in a non-equilibrium geometry. Source: OMol25; level of theory: ωB97M-V/def2-TZVPD.

ORCA input file:
```
! wB97M-V def2-TZVPD RIJCOSX def2/J DEFGRID3
* xyz -1 1
C 4.34 0.80 3.05
C 3.57 1.06 4.19
C 2.26 1.51 4.06
C 1.70 1.66 2.79
S 0.06 2.41 2.59
C -1.06 1.15 2.21
C -2.42 1.30 2.55
C -3.18 0.10 2.70
C -4.53 0.15 2.91
C -5.19 1.38 3.04
C -6.62 1.38 3.18
N -7.78 1.29 3.25
C -4.45 2.59 3.04
C -3.08 2.55 2.83
O -0.25 2.99 3.89
O 0.24 3.28 1.43
C 2.45 1.36 1.66
C 3.77 0.94 1.78
H 5.38 0.50 3.16
H 3.99 0.94 5.18
H 1.66 1.77 4.94
H -0.62 0.15 2.07
H -2.66 -0.86 2.65
H -5.10 -0.77 2.99
H -5.01 3.52 3.24
H -2.47 3.46 2.92
H 1.99 1.49 0.68
H 4.35 0.74 0.88
C 4.02 3.23 -1.40
C 3.11 2.73 -2.53
C 2.18 3.87 -2.94
C 4.02 2.37 -3.72
C 2.31 1.50 -2.05
C 0.94 1.50 -1.90
C 0.21 0.38 -1.40
C -1.18 0.44 -1.08
C -2.00 -0.69 -1.06
C -3.37 -0.69 -1.25
C -4.21 -1.84 -1.09
C -5.64 -1.75 -1.22
C -6.45 -2.86 -1.02
C -5.86 -4.11 -0.70
N -6.65 -5.23 -0.38
O -6.07 -6.29 -0.07
O -7.90 -5.13 -0.40
C -4.46 -4.24 -0.62
C -3.66 -3.13 -0.82
C 0.94 -0.85 -1.30
C 2.30 -0.94 -1.38
C 3.07 -2.26 -1.14
C 3.96 -2.60 -2.35
C 2.10 -3.42 -0.90
C 3.98 -2.11 0.09
C 3.05 0.30 -1.65
O 4.29 0.33 -1.51
H 4.75 2.45 -1.14
H 4.55 4.13 -1.72
H 3.43 3.45 -0.50
H 1.54 3.58 -3.78
H 1.55 4.18 -2.11
H 2.76 4.75 -3.26
H 3.44 2.05 -4.59
H 4.61 3.26 -4.00
H 4.71 1.57 -3.45
H 0.38 2.40 -2.16
H -1.62 1.43 -0.87
H -1.52 -1.65 -0.87
H -3.86 0.26 -1.48
H -6.07 -0.80 -1.52
H -7.53 -2.80 -1.09
H -4.03 -5.21 -0.38
H -2.57 -3.24 -0.81
H 0.37 -1.76 -1.08
H 4.67 -1.79 -2.53
H 4.53 -3.51 -2.16
H 3.37 -2.74 -3.25
H 1.46 -3.22 -0.03
H 1.46 -3.59 -1.77
H 2.63 -4.36 -0.69
H 3.40 -1.80 0.96
H 4.48 -3.06 0.31
H 4.74 -1.35 -0.10
*
```

Values from the calculation:
HOMO level   -3.80 eV
LUMO level   -0.13 eV